# 1
The following is a quantum chemistry calculation of a structure of composition C32H22F5N4ORuS3, from the OMol25 dataset.

The calculation puts the max |F| at 0.8 eV/A. Its multiplicity is 2. The value obtained for the highest occupied orbital energy (alpha / beta) is -8.23 / -8.27 eV. As for the lowest unoccupied orbital energy (alpha / beta): -0.59 / -1.15 eV.

Geometry as XYZ:
```
68
Properties=species:S:1:pos:R:3:forces:R:3:lowdin_charge:R:1
Ru 0.515007 0.012003 0.217279 -0.553 0.498 0.250 1.108
S -2.791750 -0.822690 3.439154 0.043 -0.040 -0.047 0.904
S -0.711659 0.681155 2.023224 0.001 0.142 -0.161 0.615
S 3.592322 -5.111299 2.858481 -0.059 0.001 0.005 0.978
F 0.577415 2.877095 -0.371079 0.009 -0.011 0.005 0.044
F 5.430131 1.963042 1.858700 -0.033 0.001 -0.012 0.110
F 4.773378 4.466035 1.032155 -0.031 -0.032 -0.001 0.120
F 2.335466 4.926435 -0.091784 -0.001 -0.026 0.005 0.117
F 3.716229 -0.061798 1.577308 -0.038 0.013 -0.017 0.060
O 0.871978 -0.123113 -1.688165 0.231 -0.151 -0.163 -0.225
N -1.158295 -1.267926 -0.096748 0.028 -0.229 0.207 -0.079
N 1.300945 -1.574933 1.121710 0.552 -0.276 0.136 -0.087
N 7.810059 -3.530935 2.077610 -0.014 0.001 -0.009 0.067
N -2.000568 -1.478357 1.003523 0.208 0.026 -0.011 -0.051
C 0.784307 -1.894699 -4.801522 0.000 0.013 -0.024 -0.075
C 1.522154 -1.667244 2.442290 -0.117 -0.108 -0.069 -0.106
C -1.823660 -0.659266 1.974571 -0.189 -0.140 0.156 -1.064
C 4.228953 2.189993 1.312872 -0.002 0.007 -0.002 -0.152
C 1.131684 -1.026470 -3.796262 -0.011 -0.069 -0.026 -0.011
C 5.240132 -4.489197 2.551958 -0.008 0.008 -0.043 -0.519
C 2.059981 1.340772 0.601221 -0.025 -0.052 -0.083 -0.153
C 1.757539 -2.553525 0.323194 -0.077 -0.055 0.053 -0.070
C -1.615903 -4.316319 2.809145 -0.006 -0.024 0.039 -0.042
C 7.122411 -3.162080 3.154362 0.010 0.013 0.017 -0.133
C -0.557191 -1.982776 -2.327232 -0.087 -0.115 0.222 -0.109
C -0.918120 -4.558434 5.476728 0.030 0.002 0.002 -0.080
C 2.658176 3.697234 0.321276 0.040 -0.012 0.019 -0.150
C 0.472028 -1.039174 -2.554378 -0.098 0.219 -0.002 -0.344
C -0.287084 -5.350975 4.525179 0.004 0.006 0.012 -0.095
C 2.440515 -3.647037 0.812041 -0.013 0.013 0.004 -0.040
C 5.943372 -4.882586 1.424293 -0.005 -0.025 0.013 -0.082
C -3.335272 -2.559648 3.340254 0.065 0.105 -0.082 -0.413
C 2.682363 -3.736036 2.174977 0.067 -0.080 0.031 -0.501
C 1.785575 2.635335 0.195113 -0.004 0.028 -0.001 -0.251
C -0.257557 -2.803413 -4.609461 0.001 0.018 0.042 -0.088
C -0.904679 -2.833842 -3.396901 0.039 0.040 -0.052 -0.047
C -2.263754 -3.530158 3.755814 0.003 -0.009 -0.053 -0.293
C -1.308941 -2.119216 -1.060421 0.026 0.079 -0.352 -0.232
C -1.901068 -3.660599 5.094270 -0.001 0.035 -0.013 -0.052
C 2.199869 -2.734365 2.997334 -0.083 0.014 0.031 -0.050
C 7.220931 -4.374381 1.236171 0.025 -0.006 -0.013 -0.138
C 3.899623 3.465553 0.893169 0.009 0.021 -0.007 -0.141
C 5.841759 -3.612440 3.440819 -0.012 0.012 -0.003 -0.075
C -2.262523 -3.277298 -0.926679 -0.036 0.072 0.044 -0.019
C 3.310742 1.162429 1.157568 0.061 0.000 -0.010 -0.223
C -0.640683 -5.228319 3.190876 0.041 0.013 -0.020 -0.086
H 0.467864 -6.066138 4.825228 0.021 0.009 0.006 0.101
H 7.797840 -4.661886 0.364757 0.000 -0.009 -0.010 0.108
H 5.510289 -5.571123 0.711986 0.003 -0.006 -0.007 0.103
H 7.619525 -2.472623 3.826538 -0.003 0.009 0.010 0.109
H -4.198450 -2.610344 4.003973 0.011 -0.009 0.020 0.081
H 1.915909 -0.292789 -3.924636 0.010 -0.002 0.003 0.120
H -0.645040 -4.644551 6.520459 -0.016 -0.017 0.010 0.104
H -2.393327 -3.048896 5.841464 0.002 0.008 0.007 0.115
H -0.161737 -5.848676 2.442890 0.011 0.011 -0.006 0.104
H 2.352789 -2.770749 4.066090 -0.017 0.000 0.012 0.119
H 2.785300 -4.414198 0.133515 0.009 0.015 -0.017 0.117
H -1.873732 -4.153198 -1.437075 0.002 -0.019 0.025 0.079
H -3.668286 -2.743279 2.321979 -0.050 -0.021 0.007 0.070
H -1.730485 -3.518421 -3.281331 0.023 -0.033 -0.002 0.097
H 1.310728 -1.861267 -5.746828 0.001 0.004 -0.004 0.107
H -2.419510 -3.508243 0.118517 -0.051 0.059 -0.080 0.033
H -0.558417 -3.474673 -5.401555 -0.011 0.006 -0.010 0.101
H -1.882554 -4.218919 1.766305 0.001 -0.037 0.066 0.080
H -3.236720 -3.031842 -1.354416 0.013 0.017 -0.047 0.106
H 5.326792 -3.284649 4.333213 0.005 0.000 0.012 0.106
H 1.566628 -2.442546 -0.735247 0.010 0.005 -0.006 0.110
H 1.137753 -0.865827 3.051759 0.036 0.066 -0.004 0.083
```
Forces are in eV/Å.

---

# 2
The following is a quantum chemistry calculation of a structure of composition C32H22I2IrN6O3Se2 at a distorted geometry, from the OMol25 dataset.

The calculation puts the max |F| at 3.4 eV/A. Its multiplicity is 2. The value obtained for the highest occupied orbital energy (alpha / beta) is -13.59 / -13.54 eV. Its net charge is +2. As for the lowest unoccupied orbital energy (alpha / beta): -6.19 / -8.65 eV.

Geometry as XYZ:
```
68
Properties=species:S:1:pos:R:3:forces:R:3:lowdin_charge:R:1
Ir 0.116790 -0.250986 0.158365 0.506 2.484 0.983 1.485
I -3.302618 1.929137 3.254716 0.060 -0.231 0.035 1.093
I -3.212425 -3.509675 5.747878 0.104 0.219 -0.223 1.101
Se 0.950013 3.124321 1.648810 0.020 0.014 0.047 0.775
Se 1.863918 3.075694 -0.463268 -0.015 -0.095 -0.102 0.768
O -1.112987 0.479699 1.451616 -1.781 -1.972 2.145 -0.226
O -2.757926 -2.234955 -2.017304 -0.350 -0.131 -0.141 0.134
O -1.480940 -0.996452 -0.719952 -0.371 -0.506 -0.596 -0.236
N 1.645023 -0.039122 -1.446618 -0.214 -0.898 0.148 -0.146
N 1.674137 0.342876 1.555417 0.068 0.142 -0.089 -0.103
N -0.102151 -1.928588 1.480164 0.050 0.038 0.076 0.005
N -0.528212 1.533572 -0.851857 0.135 0.388 -0.396 -0.094
N 2.978028 0.012548 -1.308329 -0.101 0.146 -0.089 -0.014
N 0.653170 -2.567520 -1.328639 0.346 -0.682 -0.065 0.084
C 3.993588 -4.923122 -2.198201 -0.018 0.015 -0.002 -0.048
C 2.606780 0.004301 -3.465867 0.058 0.011 -0.053 -0.010
C -1.485345 -2.598378 3.379947 0.639 -0.082 -0.666 -0.175
C 3.314237 0.549004 3.817616 0.023 -0.014 -0.021 -0.008
C -1.582929 -0.357366 2.388792 1.266 1.859 -2.185 -0.341
C 1.795517 1.509457 2.218835 -0.005 -0.119 0.210 -0.643
C 2.804651 -5.193358 -2.811024 -0.012 -0.011 -0.006 -0.006
C 3.258083 -0.631229 3.091784 -0.007 0.030 0.040 -0.014
C 0.091784 -4.122227 2.393822 -0.032 0.032 -0.037 0.022
C 0.449035 -3.130395 1.477049 -0.128 -0.086 0.165 -0.075
C -2.488006 -2.201769 4.306281 -0.261 -0.237 0.397 -0.623
C 1.748287 -3.334649 -1.623351 -0.319 -0.153 -0.369 -0.216
C 3.589435 0.063367 -2.502014 0.070 0.027 -0.086 -0.055
C 2.432774 -0.686565 1.992867 0.040 0.096 -0.076 -0.139
C -2.541757 0.006591 3.299023 -1.258 0.512 1.347 -0.602
C -0.873735 -3.865547 3.332126 -0.085 0.014 0.063 0.011
C 0.189148 2.607879 -1.268769 -0.154 -0.254 -0.033 -0.652
C -2.994400 -0.927439 4.253894 -0.122 0.767 -0.269 -0.176
C -1.674589 -2.010309 -1.556763 0.383 0.447 0.409 -0.520
C -1.056933 -1.649531 2.428519 0.883 -1.559 -0.387 -0.120
C -1.640648 3.457009 -2.564071 0.052 0.032 -0.015 -0.008
C 1.656616 -4.412699 -2.535309 0.144 -0.039 -0.018 -0.135
C -0.482167 -2.858351 -1.900952 -0.022 -0.101 -0.112 -0.192
C 4.082476 -3.854057 -1.281774 0.036 -0.008 0.014 -0.050
C 2.992144 -3.078501 -1.003667 0.022 -0.042 0.047 -0.052
C -1.842843 1.540432 -1.164142 0.241 0.079 0.007 -0.083
C 2.588115 1.628362 3.354809 0.039 -0.005 0.080 -0.082
C -0.669895 -3.910194 -2.820062 0.020 -0.064 -0.094 0.035
C 1.407537 -0.064051 -2.753464 0.150 0.075 0.089 -0.123
C -2.422575 2.469150 -2.008681 -0.051 -0.001 0.009 -0.004
C 0.405556 -4.683000 -3.137016 -0.094 0.042 0.013 0.032
C -0.321443 3.544592 -2.142392 -0.031 0.086 -0.067 -0.092
H 5.027876 -3.647401 -0.796926 0.011 -0.007 -0.005 0.113
H 4.660992 0.142863 -2.578023 -0.006 0.007 -0.012 0.136
H 3.380547 0.178838 -0.400664 -0.010 -0.021 -0.032 0.133
H -3.478461 2.386880 -2.221107 -0.006 -0.002 -0.006 0.128
H 2.353161 -1.602366 1.433890 0.030 0.009 -0.071 0.070
H 4.866994 -5.524507 -2.408457 0.005 0.000 -0.001 0.117
H -2.050193 4.183408 -3.253016 0.005 -0.005 -0.002 0.130
H 2.735961 0.009227 -4.533525 0.021 0.007 0.004 0.115
H 0.302278 4.376475 -2.437108 -0.003 0.006 -0.016 0.109
H 0.317743 -5.505953 -3.835203 0.004 -0.003 -0.006 0.131
H 3.828575 -1.504869 3.372405 0.016 0.002 0.002 0.126
H 1.201374 -3.325161 0.730075 -0.022 0.009 0.017 0.092
H 0.396284 -0.130523 -3.122900 0.004 -0.034 0.021 0.130
H -1.656114 -4.063204 -3.232890 0.016 -0.028 -0.031 0.129
H -2.448367 0.758230 -0.750118 0.013 -0.158 0.027 0.109
H 3.078023 -2.252107 -0.314177 -0.021 -0.027 -0.008 0.070
H -3.757876 -0.621803 4.955818 -0.001 0.017 -0.015 0.096
H 2.650568 2.589101 3.846256 -0.005 -0.004 0.003 0.110
H 2.717407 -6.012314 -3.513671 0.017 -0.008 -0.006 0.126
H -1.171541 -4.627542 4.040281 0.015 -0.004 -0.004 0.083
H 0.581915 -5.083457 2.339819 -0.011 -0.014 0.017 0.130
H 3.933447 0.637865 4.700088 0.002 -0.005 -0.001 0.131
```
Forces are in eV/Å.

---

In Ha, the E_tot values for the records above are, in order, -3315.64603; -7288.98518.
In kcal per mole, the energy above the lowest of the compared OMol25 structures with the same formula, charge and spin values for the records above are, in order, 5.33; 46.67.